# 1
30
Properties=species:S:1:pos:R:3:forces:R:3 method="wB97M-V/def2-TZVPD" gap_ev=9.178 smiles="CCSSCCC=O.O.O.O.O" total_energy_ha=-1373.8923 relative_energy_kcal_mol=0.0
O -0.6995 0.1900 2.9687 0.459 0.314 0.381
H -1.6468 -0.2097 0.4918 0.040 -0.022 -0.007
H 2.9914 -0.7291 1.2275 -0.161 -0.216 -0.265
H 2.4263 -1.1565 -1.5966 -0.230 0.108 -0.227
S -1.4941 -1.8282 -1.3052 -0.497 -0.410 0.645
C 1.4456 0.1255 -0.1716 -0.255 0.041 -0.337
C -2.4007 0.8382 -1.2432 -0.085 0.407 0.076
H 0.0431 -2.6168 1.4460 0.164 -0.018 -0.107
H 0.4431 0.5159 0.0129 -0.112 -0.359 0.108
H 1.5182 -2.0467 -0.4422 -0.360 0.104 0.071
H -3.1835 -0.8236 -0.0602 0.016 0.055 -0.180
C 2.1410 -0.0385 1.1309 0.333 0.944 0.701
H -0.6123 2.4549 1.9474 0.525 0.187 -0.054
H 0.2583 0.4205 2.8975 -0.635 -0.024 0.151
H 0.6338 4.2295 -1.0538 -0.049 -0.223 0.183
C -2.2302 -0.4107 -0.4070 0.305 -0.035 -0.053
C 1.4853 -1.1319 -1.0346 0.258 -0.272 -0.004
O 1.8976 0.6620 2.1097 0.153 -0.356 -0.357
S 0.1493 -1.2131 -2.2638 0.666 0.443 -0.394
H -2.9129 0.6286 -2.1816 -0.078 -0.008 0.030
H -2.9693 1.5845 -0.6793 -0.113 -0.115 -0.075
H 1.8840 0.9572 -0.7370 0.301 0.003 0.219
H -0.0551 -1.3169 2.2289 0.179 -0.206 0.049
O 0.5984 -1.9345 1.8436 -0.456 -0.173 0.032
O 0.2411 2.8725 1.7255 -0.192 -0.594 0.367
H -1.4569 1.3318 -1.4823 0.113 -0.240 -0.009
O 0.5402 3.2789 -0.9225 0.014 -0.112 -0.187
H 0.3749 3.1286 0.0341 0.088 0.393 -0.245
H -0.9070 0.2313 3.9160 0.081 -0.057 -0.387
H 0.9145 2.1740 1.9131 -0.472 0.440 -0.124

# 2
29
Properties=species:S:1:pos:R:3:forces:R:3 method="wB97M-V/def2-TZVPD" gap_ev=9.733 smiles="C=C/C=C/CO.O.O.O.O.O" total_energy_ha=-652.5908 relative_energy_kcal_mol=97.2
C 1.8160 0.4523 -1.5366 -0.699 0.223 0.515
H 2.3406 -1.1103 -2.8090 -1.365 0.386 0.559
C -0.4081 -3.1002 0.3842 -4.276 -3.130 -0.186
H -0.8053 0.1581 -0.2391 -2.154 -2.377 -0.408
H -1.3160 -3.4280 -0.3060 2.170 -0.150 0.842
H -1.9128 -2.0306 0.9513 -1.145 0.898 -0.755
H 0.7730 3.0166 -0.4827 -0.106 -1.098 0.622
H -2.3361 0.1365 -0.0837 0.541 -0.913 -0.366
O 0.4207 3.4706 -1.2350 0.318 2.076 -0.763
O -1.6099 -0.5011 -0.3073 0.536 3.779 -0.717
O 1.1115 1.9599 0.9718 -0.657 0.745 -2.495
H 2.5380 1.1536 -1.9856 -0.210 -0.618 0.413
H -1.5257 1.7212 1.0433 1.012 -2.339 -1.395
C 0.5413 -1.7614 -1.6510 2.277 0.475 2.761
H 1.6968 2.1148 1.6536 1.892 0.502 2.265
H -0.8205 0.3246 2.7741 -1.113 1.727 4.970
H -0.0990 -1.9429 -2.3979 -2.492 -1.248 -2.702
O -1.1015 -2.2941 1.3204 1.680 -0.545 2.412
H 1.2636 0.8298 -0.6508 0.448 -0.279 -1.103
H 0.4957 1.2980 1.2563 -0.751 -0.793 0.894
C 0.5017 -2.2871 -0.4210 2.526 2.105 0.396
H -0.1853 -4.0401 1.1085 0.766 1.956 -2.491
C 1.5845 -0.7590 -2.0339 1.527 -0.530 -0.943
H 1.2301 -1.6699 0.1550 -0.129 -1.107 0.359
O -1.6878 2.5446 1.3901 -2.128 2.635 2.308
H -0.3625 -0.7539 1.9775 -0.876 1.056 -1.273
H -1.2361 3.2686 0.9900 0.717 0.207 -0.857
H -0.2369 3.0199 -1.7419 -0.327 -0.858 0.054
O -0.6702 0.2095 1.9056 2.017 -2.786 -2.914

# 3
26
Properties=species:S:1:pos:R:3:forces:R:3 method="wB97M-V/def2-TZVPD" gap_ev="6.650 / 6.845" total_energy_ha=-1069.5927 relative_energy_kcal_mol=60.0
H 1.9910 -3.5540 2.0728 -1.177 0.659 0.444
H -2.4351 0.1354 2.1154 0.772 0.181 0.244
H 1.0514 0.3842 -3.2791 0.401 -0.129 -0.039
H -0.0989 -4.0615 3.4109 0.618 0.819 -0.643
H 2.5280 1.7870 -2.0701 0.166 1.253 -0.151
H -1.0598 0.9148 -2.8506 -1.496 0.933 0.918
H 2.5702 -0.5300 -3.0478 1.340 0.148 -1.065
H 1.2642 -1.0168 -2.1785 0.369 1.866 -0.089
H -2.8004 -1.1838 2.9906 -0.939 -1.779 0.512
H -2.5996 1.7944 -2.1495 -1.142 0.922 -1.073
H -1.9188 0.4766 -1.3604 -0.124 -0.362 -0.180
Si -0.6183 -1.4253 1.6472 1.458 1.439 -0.293
H 3.0920 0.5889 -0.9630 -1.127 0.239 -0.543
H -1.4395 2.6741 -0.3068 0.827 -0.767 -0.226
Si 0.8327 1.4012 -0.2350 -1.595 0.050 0.484
H 1.3960 -2.2785 4.1639 -0.684 -0.418 -1.598
H -1.4107 -0.3167 3.5842 -0.797 0.368 -0.467
Si 0.7694 -2.9019 2.8131 1.049 -0.943 1.773
C 2.1715 0.9371 -1.5372 1.158 -0.193 2.434
H 1.1927 2.4676 0.8483 0.116 -0.914 -0.880
H -0.3733 3.0127 -1.5381 0.920 1.743 -1.421
H -1.4899 -2.1075 0.8127 -0.678 -1.483 -1.972
C -1.6725 1.3447 -1.9744 2.835 -2.223 0.295
C -1.9401 -0.6824 2.6723 1.026 2.400 1.098
C 1.7727 -0.0374 -2.5680 -2.742 -3.031 0.312
C -0.7747 2.1767 -1.0730 -0.555 -0.777 2.127

# 4
29
Properties=species:S:1:pos:R:3:forces:R:3 method="wB97M-V/def2-TZVPD" total_charge=+1 gap_ev=9.637 total_energy_ha=-536.8036 relative_energy_kcal_mol=84.6
H 0.2780 0.4616 -0.8911 -1.090 0.428 0.671
C 0.3836 2.8401 -0.6721 -1.316 3.262 1.256
H 0.3647 1.6482 1.9932 -0.564 0.355 -0.130
O 2.1315 -0.9905 -1.8897 0.017 -6.356 0.301
H 0.6918 3.7607 -0.0772 -0.505 -0.773 -1.112
H 1.2705 2.3123 -0.7673 1.491 -1.395 -0.082
H -1.8986 0.2464 1.3088 1.435 -0.773 -0.822
H -1.5569 -1.5261 -1.0736 0.238 -0.380 -0.007
H 0.0035 3.1141 -1.6703 0.207 0.053 0.269
N -0.6112 2.1437 0.1448 0.500 -2.146 -1.185
O 1.0601 1.0294 1.7931 0.410 -1.031 0.487
C -0.7216 0.7564 -0.4513 0.764 1.183 -0.729
H 0.7640 -1.8611 -1.9066 4.522 1.982 -0.425
H -0.5885 -1.9011 1.9127 0.432 0.482 -0.955
H -1.5115 2.5781 0.0537 -0.308 0.368 -0.125
O -0.0490 -2.2334 -1.8586 -5.412 -2.589 -0.045
H -1.4026 0.7915 -1.3556 0.326 -0.308 0.989
H 2.2172 -0.6400 -2.6797 0.849 3.948 -4.845
H -0.1228 -2.8332 -2.6140 -0.022 0.083 0.266
C -1.1284 -0.2464 0.6022 -3.177 -0.631 0.289
H 2.0387 -0.7691 -1.0465 0.065 2.988 4.654
H -3.0050 -0.9111 -0.4274 1.317 -0.378 0.304
N -2.0585 -1.3160 -0.1958 -0.571 2.665 -0.558
C 0.7812 -0.2859 2.3478 3.095 1.069 -1.611
H 0.5418 -1.5435 0.5118 -0.001 -0.167 0.309
H 0.3625 -0.1639 3.3663 0.071 -0.595 -0.648
H 1.9524 -0.6039 2.3656 -3.196 -0.411 0.448
H -2.2137 -2.1555 0.3031 0.002 -1.149 0.797
C -0.0879 -1.1045 1.2890 0.422 0.217 2.238

# 5
30
Properties=species:S:1:pos:R:3:forces:R:3 method="wB97M-V/def2-TZVPD" gap_ev=10.323 smiles="CCCCC(N)=O.O.O.O.O" total_energy_ha=-632.8584 relative_energy_kcal_mol=7.1
C -0.9879 2.5172 0.6927 1.475 -0.253 1.025
O 2.7811 -0.5645 1.3123 -3.095 -0.583 -1.615
H -1.3316 -1.4136 -2.9401 0.321 0.874 -0.674
H -2.8405 1.5573 1.3080 0.221 0.295 -0.182
H -1.4786 0.0053 -0.8690 -0.845 -0.720 1.396
H -1.2601 3.5148 0.4755 -0.679 1.130 -0.318
C -2.1340 1.5273 0.4682 0.418 0.197 -0.329
H 0.5795 -1.4814 -0.8851 -0.072 -0.413 0.210
H 3.7407 0.7110 -0.9686 0.537 -0.345 -0.144
H -0.6570 2.5675 1.7487 -0.255 -0.303 -0.341
O -0.6651 -2.7359 1.8148 0.825 1.102 -1.478
H -0.9457 -2.4586 -1.9398 -0.737 0.206 -0.199
O -1.7096 -2.1196 -2.4405 0.141 -1.000 0.601
C -0.2822 -1.9340 0.9613 -0.523 -0.629 -0.514
N 0.3397 -2.2492 -0.2540 -0.257 0.202 1.145
C -1.6998 0.0731 0.2458 -0.851 -1.373 -0.329
H 3.5164 -0.5848 1.8455 2.662 -0.092 2.020
H 0.2217 0.9845 -1.2509 -1.079 0.921 1.063
H -0.0117 2.4225 0.1480 -0.945 -0.547 0.012
H 2.2085 -1.3084 1.5839 0.474 0.494 -0.215
H -0.4819 -0.0428 2.0423 -0.046 -0.679 -0.738
H -2.5586 -0.6143 0.6654 1.409 1.124 -1.637
H 2.6333 0.7998 0.0319 -0.348 -0.849 1.331
H 0.3583 -3.1948 -0.5740 0.237 -0.444 0.024
H 1.5978 0.8268 -1.7473 1.257 0.412 0.101
O 3.0220 1.2646 -0.6865 0.161 1.333 -1.214
O 0.7084 0.5397 -1.9096 -0.364 -1.454 -1.437
C -0.4499 -0.4354 0.9885 -0.524 1.215 2.158
H 0.4528 -0.0316 0.5805 0.472 0.490 -0.326
H -2.6658 1.8575 -0.4479 0.011 -0.310 0.604

# 6
30
Properties=species:S:1:pos:R:3:forces:R:3 method="wB97M-V/def2-TZVPD" gap_ev=10.401 smiles="CCCC(=O)NC.O.O.O.O" total_energy_ha=-632.7846 relative_energy_kcal_mol=53.4
O 0.7957 2.7240 2.3847 0.471 1.472 0.385
H 0.3544 1.5955 -0.8961 0.216 0.816 -0.090
C -0.0201 0.6098 -0.9290 -0.875 -3.290 -0.491
H 0.9735 -0.9392 1.7215 -1.747 0.978 -1.557
H 1.4977 -1.1699 2.9671 0.644 -0.301 0.970
H -1.9079 2.2841 0.5877 -0.559 0.666 2.970
H 0.2973 1.9949 2.0570 -0.496 -1.377 -0.390
H 1.5535 0.7545 -2.7560 -1.362 1.905 -1.684
H -2.0772 -0.1623 -1.9594 -1.727 -1.014 0.696
H -0.7521 0.3550 -1.8103 2.536 1.278 1.274
C -0.8392 0.2467 0.2597 -2.458 -1.471 0.210
C -2.7164 -0.6719 -1.1591 0.435 0.847 -2.942
O 1.7526 -1.3199 2.0589 1.106 -0.737 0.874
O 1.4209 -3.5091 -1.1145 -2.051 0.846 -0.667
C 1.1712 -0.3834 -0.9040 -0.717 1.441 -5.203
H -3.6898 -0.1947 -1.1813 -0.281 0.113 -0.196
H 1.6893 2.4114 2.5287 0.065 -0.188 -0.033
O -0.5067 0.3160 1.4270 1.278 0.605 1.188
H 1.6573 -3.5314 -0.1984 0.511 -0.103 0.990
H 0.7976 -1.3551 -1.2075 0.085 0.174 0.156
H 3.0314 0.5972 -1.7472 -0.722 -0.095 -0.570
H -0.9044 2.9782 -0.4701 -1.591 -0.898 1.147
H -2.5600 -0.9367 0.7806 1.258 0.998 0.610
O -1.6321 2.3195 -0.2816 0.891 1.930 -3.803
H 0.5663 -2.9809 -1.0727 1.582 -1.298 -0.245
C 2.1056 0.1398 -2.1645 2.059 -4.803 2.881
H -2.8825 -1.7359 -1.4977 0.619 0.749 0.895
H 1.6661 -0.4717 -0.0065 1.201 0.176 1.766
H 2.4194 -0.8139 -2.7801 -0.458 1.969 1.116
N -2.0828 -0.3672 0.0752 0.086 -1.385 -0.257

# 7
41
Properties=species:S:1:pos:R:3:forces:R:3 method="wB97M-V/def2-TZVPD" total_charge=-1 gap_ev=8.435 total_energy_ha=-3700.6246 relative_energy_kcal_mol=33.2
Br 7.4591 -25.0695 -37.8903 -0.202 0.108 -0.065
O 7.2185 -28.4588 -40.9221 -0.388 0.022 -0.249
H 5.0372 -24.2259 -38.1554 0.110 -0.004 0.214
H 6.9798 -23.9510 -34.1558 -0.221 -0.205 -0.602
C 8.1929 -28.7360 -40.2581 0.877 0.125 1.146
H 11.7272 -20.9412 -37.8814 -0.140 -0.088 0.125
H 8.1303 -23.6322 -35.4863 -0.621 -0.349 -0.195
O 6.0702 -25.3955 -43.0635 -0.362 0.125 -0.360
N 8.5503 -23.4584 -32.3339 -0.442 -0.255 0.611
N 5.2840 -25.8198 -40.9624 -0.782 -0.371 0.122
H 9.2733 -23.4153 -37.6727 -0.293 0.300 -0.259
C 8.8929 -23.4215 -33.6571 0.248 0.239 -0.596
H 9.5267 -21.6695 -37.8379 -0.300 -0.091 0.073
H 12.8681 -21.8998 -38.6904 -0.028 -0.241 -0.003
H 9.2734 -23.3252 -31.6550 0.053 0.246 -0.059
N 7.8953 -23.7648 -34.5163 0.858 0.531 0.624
H 7.1699 -24.3887 -40.3167 0.052 0.140 0.077
H 9.8302 -30.0201 -40.0089 -0.026 -0.032 -0.069
C 6.0880 -25.1869 -41.8635 0.606 0.190 0.297
H 3.4757 -23.6943 -38.6807 -0.060 -0.225 -0.089
N 4.0511 -24.0897 -37.9636 0.796 -0.064 0.186
H 7.5962 -23.3077 -32.0646 0.022 -0.103 0.155
H 8.0772 -27.2530 -38.8473 0.221 0.106 0.093
N 9.0110 -29.8012 -40.5408 -0.168 -0.425 -0.598
O 10.0178 -23.1099 -34.0182 0.064 -0.189 0.045
H 4.7583 -26.5867 -41.3442 0.226 -0.154 -0.047
N 11.9126 -21.7693 -38.4155 0.546 0.827 -0.483
H 1.7529 -23.5325 -37.2882 -0.245 -0.056 0.082
H 9.4478 -28.3064 -38.6576 -0.025 0.126 -0.004
N 6.8832 -24.2340 -41.2774 0.052 0.163 -0.071
N 2.1398 -24.2825 -36.7470 0.223 -0.258 -0.316
C 3.5308 -24.4758 -36.7737 -1.343 0.700 0.027
N 9.8773 -22.6059 -37.7918 0.701 -0.551 -0.229
H 8.7485 -30.3477 -41.3378 0.189 -0.116 -0.031
H 7.5502 -23.8041 -41.8926 0.140 -0.169 0.004
N 8.6012 -28.0707 -39.1388 -0.678 0.177 -0.280
O 4.0955 -24.9086 -35.7941 0.570 -0.392 -0.108
O 11.5029 -23.9863 -38.6227 0.119 -0.216 -0.241
H 5.6160 -25.9679 -40.0204 0.142 0.132 0.016
H 1.6602 -24.6094 -35.9316 0.023 0.273 0.181
C 11.1128 -22.8779 -38.3230 -0.515 0.025 0.877

# 8
31
Properties=species:S:1:pos:R:3:forces:R:3 method="wB97M-V/def2-TZVPD" total_charge=-1 gap_ev=9.260 total_energy_ha=-1038.9214 relative_energy_kcal_mol=14.0
H 1.1199 -2.1091 2.9837 -0.053 0.102 0.062
C 0.1618 -2.3280 3.4675 0.246 -0.098 -0.371
O 2.6560 0.8636 1.9621 -0.045 -0.075 -0.132
H 1.9926 2.0770 3.4462 -0.002 -0.142 0.179
C -1.7758 1.4836 0.9523 0.562 -0.537 -0.176
H -0.5792 -2.0275 1.7045 -0.003 -0.044 -0.142
H -2.7686 1.8452 1.2153 -0.176 -0.302 -0.062
H 2.2665 0.2269 1.3326 0.085 0.003 -0.110
H -1.3326 0.5153 -2.9929 0.083 -0.135 -0.105
H 1.4916 -0.6269 -2.2458 -0.054 -0.001 -0.109
C -1.7242 -0.5078 -2.9840 -0.133 0.014 0.283
Cl 1.0490 -1.1429 -0.1066 -0.023 0.185 0.276
H -1.5848 -0.9854 -3.9593 0.024 0.119 0.011
H 2.7643 1.1109 -2.9960 0.188 0.270 -0.439
O 1.5802 -0.5368 -3.2165 -0.224 -0.008 -0.154
H 1.9958 0.8437 -4.6325 0.274 0.115 -0.035
H -1.1757 1.3859 1.8621 -0.103 0.434 0.076
H -1.1580 -1.0788 -2.2514 -0.115 0.079 0.075
H 0.8729 0.7335 3.0152 0.089 -0.014 0.264
O -1.8191 0.2120 0.3245 -0.320 0.376 0.207
C 1.5856 1.4729 2.6359 -0.295 0.143 -0.108
H -3.5883 -0.2077 -3.3798 -0.096 -0.013 0.194
H 1.0763 1.5034 -3.2712 -0.125 -0.091 -0.046
H -0.9027 -0.1219 0.3116 -0.051 -0.098 -0.272
O -0.8596 -2.4975 2.5017 0.071 0.025 0.199
H -0.0746 -1.5181 4.1671 0.000 -0.068 0.044
C 1.8732 0.8032 -3.5534 -0.114 -0.355 0.830
O -3.1088 -0.4992 -2.5975 0.189 -0.072 -0.478
H 0.9921 2.1521 2.0096 0.196 -0.010 -0.196
H 0.2983 -3.2657 4.0141 -0.169 0.079 0.100
H -1.3241 2.2239 0.2812 0.090 0.116 0.135

# 9
31
Properties=species:S:1:pos:R:3:forces:R:3 method="wB97M-V/def2-TZVPD" total_charge=-1 gap_ev=9.688 total_energy_ha=-1038.9248 relative_energy_kcal_mol=11.9
H 1.6620 -23.0222 6.2791 0.244 0.577 -0.352
C 3.5106 -23.4598 8.7738 0.418 -0.095 -0.519
O -0.9656 -20.0261 9.4934 0.041 0.828 -0.338
C 0.5916 -22.8340 6.1638 -0.286 -1.211 0.889
H 0.2890 -22.6889 5.1280 0.127 0.585 0.054
H -1.8371 -22.8176 11.6835 0.173 0.188 -0.310
H -0.7558 -20.9426 9.7161 -0.046 -0.181 0.097
O 2.4422 -24.3196 8.4889 -0.163 -0.236 0.013
H -1.8732 -24.1758 13.4300 -0.284 -0.084 0.052
O 1.2006 -24.6536 12.5575 0.748 -0.448 0.534
C 2.3835 -25.2934 12.0579 -1.084 0.451 -0.596
O 0.0844 -21.8612 7.0636 0.359 -0.082 -0.757
C -1.7919 -19.4809 10.4998 0.196 -0.947 0.466
C -2.0673 -23.1155 13.5884 -0.217 0.783 0.016
H 3.8714 -23.5366 9.8026 -0.271 0.245 0.204
H 0.7620 -24.1640 11.8471 0.063 0.024 -0.390
H -1.4642 -19.8780 11.4638 -0.225 0.140 0.212
H -1.7381 -18.3936 10.5547 0.180 0.033 -0.398
H -2.8842 -22.9102 14.2826 -0.301 -0.524 -0.124
H 2.1178 -25.9701 11.2425 0.052 -0.248 0.057
H -1.2088 -22.7142 14.1354 0.405 0.170 -0.471
H 0.0315 -22.3089 7.9215 -0.220 0.217 0.215
H 4.3548 -23.7751 8.1555 0.013 0.119 -0.139
H 1.6407 -23.8454 8.7492 -0.349 -0.299 0.316
O -2.3886 -22.4249 12.3752 0.258 -0.486 0.782
H 0.1927 -23.8165 6.4423 -0.277 -0.092 -0.118
H 2.8600 -25.8521 12.8607 -0.044 0.127 0.092
H -2.8306 -19.7893 10.3574 -0.150 0.130 0.027
Cl -0.2721 -23.2088 10.0322 0.128 0.005 -0.071
H 3.0707 -24.5745 11.6085 0.198 0.110 0.281
H 3.2295 -22.4416 8.4987 0.313 0.201 0.278